Record 1
C22H25N6O5Pd as an isolated structure. Source: the Open Molecules 2025 dataset; level of theory: ωB97M-V/def2-TZVPD.

Values from the calculation:
Net charge: +1
ΔE to the lowest compared entry with this formula, charge and spin (kJ/mol): 0.0
Kohn-Sham gap (alpha / beta) (Ha): 0.276 / 0.211
2S+1: 5

Geometry (Å):
Pd (-0.492, 0.036, -0.100)
O (-0.856, 1.223, 4.470)
C (0.453, 1.480, 4.634)
C (0.873, 1.803, 5.922)
C (2.204, 2.052, 6.170)
C (3.157, 1.988, 5.146)
C (2.749, 1.682, 3.873)
C (1.392, 1.426, 3.585)
C (0.980, 1.106, 2.229)
O (-0.234, 0.858, 1.959)
N (1.973, 1.128, 1.276)
N (1.561, 0.812, 0.077)
C (2.495, 0.672, -0.861)
C (2.285, 0.417, -2.212)
C (3.460, 0.432, -3.038)
C (3.386, 0.308, -4.380)
C (2.109, 0.153, -5.008)
C (0.967, 0.098, -4.285)
C (0.990, 0.173, -2.850)
O (-0.101, 0.010, -2.233)
H (-0.985, 0.934, 3.547)
H (0.132, 1.840, 6.708)
H (2.516, 2.296, 7.178)
H (4.200, 2.177, 5.357)
H (3.464, 1.633, 3.065)
H (3.518, 0.796, -0.515)
H (4.420, 0.568, -2.556)
H (4.284, 0.335, -4.980)
H (2.061, 0.067, -6.086)
H (0.001, -0.046, -4.748)
N (-2.741, 0.222, -0.281)
C (-3.312, 1.017, -1.384)
C (-3.006, 2.497, -1.266)
C (-1.554, 2.843, -1.526)
N (-0.685, 2.336, -0.448)
H (-3.002, -0.760, -0.431)
H (-3.126, 0.511, 0.615)
H (-4.392, 0.859, -1.414)
H (-2.899, 0.617, -2.311)
H (-3.302, 2.859, -0.274)
H (-3.627, 3.040, -1.980)
H (-1.434, 3.924, -1.622)
H (-1.218, 2.385, -2.458)
H (-0.961, 2.706, 0.458)
H (0.274, 2.624, -0.605)
C (-2.788, -5.172, -1.168)
N (-1.747, -4.274, -0.663)
C (-0.545, -4.746, -0.228)
C (0.434, -3.940, 0.235)
C (0.130, -2.550, 0.244)
O (0.919, -1.612, 0.603)
N (-1.055, -2.106, -0.164)
C (-2.034, -2.915, -0.651)
O (-3.116, -2.501, -1.049)
H (-2.492, -6.195, -0.951)
H (-2.911, -5.042, -2.241)
H (-3.731, -4.948, -0.679)
H (-0.427, -5.819, -0.281)
H (1.384, -4.317, 0.575)



Record 2
A 2-piece molecular cluster, C13H16BrN2O7P overall at a distorted geometry. Source: the Open Molecules 2025 dataset; level of theory: ωB97M-V/def2-TZVPD.

Values from the calculation:
Net charge: 0
Kohn-Sham gap (Ha): 0.291
SMILES string: CNCc1cc(CC=O)c(CP(=O)(O)O)c2c1C(=O)N(Br)C2=O.O

Geometry (Å):
C (-0.325, 3.455, -4.000)
N (0.246, 2.903, -2.711)
C (-0.665, 1.757, -2.367)
C (-0.244, 1.020, -1.002)
C (1.214, 0.494, -0.737)
C (1.609, -0.248, 0.600)
C (3.085, -0.813, 0.819)
C (4.250, 0.128, 0.262)
O (5.162, 0.609, 0.992)
C (0.474, -0.437, 1.686)
C (0.738, -1.197, 3.098)
P (0.058, -2.973, 2.828)
O (-1.225, -3.226, 3.645)
O (-0.429, -3.127, 1.171)
O (1.264, -4.170, 3.067)
C (-0.978, 0.073, 1.466)
C (-1.321, 0.771, 0.122)
C (-2.872, 1.106, 0.221)
O (-3.657, 1.718, -0.533)
N (-3.319, 0.462, 1.469)
Br (-4.949, 1.003, 2.193)
C (-2.265, 0.024, 2.398)
O (-2.412, -0.256, 3.607)
H (0.483, 3.968, -4.633)
H (-0.782, 2.605, -4.618)
H (-1.189, 4.175, -3.730)
H (1.174, 2.489, -2.876)
H (-0.633, 0.964, -3.202)
H (-1.714, 2.210, -2.242)
H (2.044, 0.612, -1.528)
H (3.266, -1.116, 1.911)
H (3.151, -1.801, 0.216)
H (4.324, 0.369, -0.860)
H (1.837, -1.210, 3.394)
H (0.067, -0.636, 3.853)
H (0.291, -3.544, 0.644)
H (1.281, -4.704, 2.230)
O (-2.086, -1.327, -2.524)
H (-1.961, -1.078, -1.604)
H (-2.990, -1.054, -2.724)



Record 3
An isolated ion of composition C3H8N5 and charge +1 at a distorted geometry. Source: the Open Molecules 2025 dataset; level of theory: ωB97M-V/def2-TZVPD.

Values from the calculation:
Net charge: +1
ΔE to the lowest compared entry with this formula, charge and spin (kJ/mol): 206.6
Kohn-Sham gap (Ha): 0.301
SMILES string: N/N=C/N=C\NC=[NH2+]

Geometry (Å):
N (1.868, -1.884, -0.150)
N (1.196, -0.862, 0.213)
C (1.723, -0.171, 1.169)
N (1.055, 0.775, 1.823)
C (0.034, 1.437, 1.570)
N (-1.006, 1.325, 0.466)
C (-1.146, 0.414, -0.488)
N (-2.229, 0.422, -1.277)
H (2.740, -2.221, 0.266)
H (1.259, -2.540, -0.648)
H (2.768, -0.522, 1.625)
H (-0.350, 2.259, 2.071)
H (-1.720, 1.997, 0.706)
H (-0.400, -0.316, -0.632)
H (-2.970, 1.176, -1.095)
H (-2.355, -0.288, -1.918)



Record 4
A 2-piece molecular cluster, C7H7NO2 overall at a distorted geometry. Source: the Open Molecules 2025 dataset; level of theory: ωB97M-V/def2-TZVPD.

Values from the calculation:
Net charge: 0
ΔE to the lowest compared entry with this formula, charge and spin (kJ/mol): 348.4
Kohn-Sham gap (Ha): 0.377
SMILES string: N#CC1(C#CC=O)CC1.O

Geometry (Å):
N (0.584, -0.919, 0.774)
C (-0.378, -0.347, 1.078)
C (-1.601, 0.253, 1.579)
C (-2.711, 0.345, 0.667)
C (-3.705, 0.468, -0.021)
C (-4.929, 0.663, -0.760)
O (-5.057, 0.401, -1.937)
C (-1.469, 1.379, 2.620)
C (-1.941, 0.055, 3.067)
H (-5.758, 1.105, -0.169)
H (-0.450, 1.677, 2.865)
H (-2.187, 2.191, 2.511)
H (-3.000, -0.087, 3.280)
H (-1.245, -0.570, 3.626)
O (2.236, 0.900, -1.262)
H (2.152, 0.010, -0.869)
H (1.701, 1.485, -0.715)



Record 5
One molecule with the formula C21H23ClN2O2. Source: the Open Molecules 2025 dataset; level of theory: ωB97M-V/def2-TZVPD.

Values from the calculation:
Net charge: 0
ΔE to the lowest compared entry with this formula, charge and spin (kJ/mol): 7.2
Kohn-Sham gap (Ha): 0.359
SMILES string: O=C(NCC(=O)N1CCC(Cc2ccccc2)CC1)c1ccc(Cl)cc1

Geometry (Å):
O (-3.162, -0.503, 2.351)
C (-3.449, -0.046, 1.258)
N (-2.580, 0.691, 0.539)
C (-1.262, 1.013, 1.017)
C (-0.586, 1.871, -0.049)
O (-1.185, 2.156, -1.074)
N (0.659, 2.303, 0.209)
C (1.489, 1.886, 1.315)
C (2.440, 0.764, 0.864)
C (2.747, 0.901, -0.635)
C (4.052, 0.182, -1.002)
C (3.975, -1.281, -0.666)
C (4.652, -1.805, 0.428)
C (4.547, -3.147, 0.748)
C (3.759, -3.985, -0.022)
C (3.083, -3.474, -1.118)
C (3.192, -2.133, -1.436)
C (2.795, 2.386, -0.997)
C (1.398, 2.999, -0.831)
C (-4.778, -0.279, 0.618)
C (-5.337, 0.584, -0.320)
C (-6.582, 0.317, -0.861)
C (-7.271, -0.819, -0.465)
Cl (-8.821, -1.155, -1.148)
C (-6.736, -1.683, 0.478)
C (-5.496, -1.404, 1.018)
H (-2.775, 1.045, -0.390)
H (-1.335, 1.557, 1.966)
H (-0.689, 0.095, 1.193)
H (2.065, 2.762, 1.629)
H (0.882, 1.568, 2.160)
H (1.999, -0.215, 1.056)
H (3.364, 0.827, 1.441)
H (1.931, 0.440, -1.204)
H (4.883, 0.645, -0.466)
H (4.230, 0.302, -2.073)
H (5.272, -1.158, 1.032)
H (5.080, -3.539, 1.601)
H (3.675, -5.032, 0.228)
H (2.470, -4.124, -1.726)
H (2.667, -1.742, -2.296)
H (3.125, 2.517, -2.028)
H (3.517, 2.890, -0.352)
H (1.469, 4.063, -0.579)
H (0.816, 2.903, -1.750)
H (-4.822, 1.483, -0.622)
H (-7.019, 0.986, -1.585)
H (-7.287, -2.559, 0.785)
H (-5.059, -2.052, 1.762)



Across the entries above, energy takes the values -45870.303, -110379.501, -10682.340, -12953.986, -41749.661 eV, respectively.